No. 1
Entry from the OMol25 dataset: a molecular structure, C26H50Br6ClF3NiO10S4 (ωB97M-V/def2-TZVPD).

```
101
Properties=species:S:1:pos:R:3:mulliken_charge:R:1
Br 3.993 -1.560 -4.989 -0.16
Br 6.199 -1.138 4.627 -0.13
Br 2.076 -3.798 -3.378 -0.12
Br -0.212 5.463 1.252 -0.13
Br -0.221 6.711 -1.806 -0.16
Br 4.313 -1.448 0.286 -0.09
Ni -3.869 -2.794 -0.220 1.16
Cl -4.515 -0.365 -0.487 -0.51
S -4.930 3.050 1.866 1.05
S -4.441 -2.648 3.129 0.94
S -3.087 -3.049 -3.572 0.87
S 4.577 3.246 -2.437 1.04
F 1.361 -1.575 2.297 -0.31
F 1.192 -2.982 0.786 -0.25
F -0.007 -3.234 2.594 -0.23
O -3.635 -4.041 -4.478 -0.67
O -5.767 2.547 0.795 -0.59
O 3.934 4.481 -2.740 -0.66
O -3.308 -3.061 -2.121 -0.43
O -1.677 -2.265 0.220 -0.20
O -5.306 4.228 2.646 -0.69
O 4.283 1.956 -3.150 -0.57
O -5.412 -1.690 3.384 -0.61
O -4.092 -3.097 1.757 -0.45
O -0.040 -0.613 0.002 0.04
C -2.227 3.127 2.371 -0.73
C -2.525 -3.904 4.574 -0.60
C -2.705 1.833 2.924 0.18
C -1.317 -3.077 -3.798 -0.21
C 0.473 4.238 -0.197 -0.10
C 2.430 -1.951 -2.585 0.06
C 4.641 -1.025 2.245 -0.63
C 5.679 -1.914 3.006 -0.45
C -4.940 -4.146 3.983 -0.81
C 6.983 2.733 -1.232 -0.77
C -0.683 0.622 -0.391 1.07
C -3.176 3.461 1.204 -0.74
C 0.474 -2.320 1.683 0.67
C -0.723 -1.509 0.934 0.39
C 4.521 2.806 -0.645 -0.35
C -2.036 -0.938 -4.964 -0.20
C -2.922 -2.482 4.180 -0.50
C 5.890 2.041 -0.376 -0.49
C -3.363 -1.456 -4.481 -0.81
C -4.306 1.744 2.897 -0.65
C 6.407 3.482 -2.467 -0.70
C 0.925 5.022 -1.345 -0.83
C 2.606 -0.965 -3.709 0.90
C -1.026 -2.090 -4.950 -0.46
C 0.031 1.061 -1.632 -0.41
C -3.781 -4.719 4.849 -0.71
H -3.297 -1.942 5.050 0.43
H 4.555 3.724 -0.059 0.38
H -1.749 -0.272 -4.150 -0.10
H 1.062 4.370 -2.207 0.45
H -1.144 -1.015 1.810 -0.55
H -1.041 -2.643 -5.889 0.39
H -5.600 -4.724 3.337 0.53
H -0.768 -2.652 -2.958 -0.14
H -2.423 1.089 2.179 -0.53
H -0.510 1.498 0.235 -0.52
H 3.240 -2.077 -1.866 0.07
H 3.694 -0.864 2.759 0.47
H 5.049 -0.016 2.311 0.32
H 5.356 -2.898 3.346 0.33
H -2.202 3.918 3.121 0.46
H -5.601 -3.769 4.763 0.33
H 1.955 5.363 -1.239 0.44
H 7.828 2.120 -1.545 0.36
H 3.594 2.237 -0.571 0.11
H 5.874 0.982 -0.632 0.13
H -0.328 3.607 -0.582 0.00
H -2.298 1.746 3.931 0.69
H 6.552 -2.023 2.363 0.33
H -4.826 1.810 3.853 0.44
H -3.733 -5.806 4.784 0.31
H -4.622 0.852 2.356 0.11
H 7.478 3.315 -0.454 0.28
H 2.751 0.087 -3.465 0.26
H -3.060 4.523 0.992 0.56
H -0.997 -4.113 -3.910 0.42
H 6.798 3.154 -3.430 0.47
H 0.465 0.261 -2.233 -0.46
H -3.936 -0.834 -3.793 0.44
H -2.191 -1.780 3.778 0.17
H 6.477 4.568 -2.399 0.31
H -0.021 -1.676 -4.873 -0.15
H -1.930 -4.478 3.864 0.18
H -2.093 -0.500 -5.960 0.43
H -1.888 -3.794 5.452 0.53
H -2.932 2.974 0.260 0.22
H 1.567 -1.774 -1.943 -0.29
H -4.046 -1.522 -5.328 0.35
H -3.980 -4.528 5.903 0.29
H 0.734 1.838 -1.333 -0.35
H -1.220 2.842 2.065 0.14
H 1.628 -1.118 -4.163 -0.63
H -0.633 1.664 -2.251 0.45
H 6.199 2.083 0.669 0.43
H 1.246 3.570 0.181 0.39
H -1.769 0.629 -0.477 0.07
```

Output
HOMO level (spin up / spin down) ... -0.323 / -0.318 Eh
Spin multiplicity ... 3
Kohn-Sham gap (spin up / spin down) ... 8.42 / 7.27 eV

No. 2
Entry from the OMol25 dataset: 2 unconnected molecules or ions with the total composition C3H8FN (ωB97M-V/def2-TZVPD).

```
13
Properties=species:S:1:pos:R:3:mulliken_charge:R:1
F -2.305 -0.457 -0.071 -0.30
N 2.234 -0.427 -0.199 -0.60
C 0.075 -0.229 0.307 -0.44
C 1.116 0.705 0.046 -0.18
C -1.279 0.455 -0.086 -0.27
H 3.117 -0.147 -0.233 0.14
H 1.559 1.369 -0.843 0.21
H 1.375 1.624 0.876 0.20
H 0.105 -0.663 1.304 0.29
H 2.302 -1.790 0.237 0.22
H -1.506 0.653 -1.172 0.24
H -1.587 1.505 0.627 0.20
H 0.268 -1.034 -0.367 0.28
```

Output
Energy relative to the best compared isomer or geometry (same formula, charge and spin) ... 546.6 kJ/mol
HOMO level ... -0.326 Eh
Kohn-Sham gap ... 9.53 eV

No. 3
Entry from the OMol25 dataset: a gas-phase ion, C2H5N2OS2 (charge +1) (ωB97M-V/def2-TZVPD).

```
12
Properties=species:S:1:pos:R:3:mulliken_charge:R:1
S -1.113 -0.095 -1.889 -0.33
S 1.213 -0.396 -0.883 0.16
O 1.803 1.806 0.658 -0.39
N -2.438 -0.911 0.300 -0.35
N -0.051 -0.727 0.307 -0.23
C 2.092 0.874 -0.267 0.14
C -1.286 -0.591 -0.270 0.62
H -3.334 -0.956 -0.184 0.25
H 0.113 -1.066 1.207 0.23
H 2.981 0.927 -0.956 0.29
H -2.390 -1.413 1.194 0.23
H 2.410 2.549 0.783 0.39
```

Output
Total charge ... +1
Energy relative to the best compared isomer or geometry (same formula, charge and spin) ... 149.4 kJ/mol
HOMO level (spin up / spin down) ... -0.465 / -0.465 Eh
Kohn-Sham gap (spin up / spin down) ... 7.84 / 7.84 eV

No. 4
Entry from the OMol25 dataset: a single C4H2S molecule (ωB97M-V/def2-TZVPD).

```
7
Properties=species:S:1:pos:R:3:mulliken_charge:R:1
S -1.167 1.744 0.734 0.04
C 2.481 0.339 -0.839 -0.48
C 1.254 0.247 -0.722 -0.04
C 0.166 -0.437 -0.208 0.07
C -0.931 0.082 0.454 -0.18
H -1.821 -0.387 0.837 0.36
H 0.018 -1.587 -0.256 0.23
```

Output
Energy relative to the best compared isomer or geometry (same formula, charge and spin) ... 0.0 kJ/mol
HOMO level (spin up / spin down) ... -0.340 / -0.356 Eh
Spin multiplicity ... 3
Kohn-Sham gap (spin up / spin down) ... 9.40 / 6.37 eV

No. 5
Entry from the OMol25 dataset: a molecular structure, C32H37F10MgN2OSSb (ωB97M-V/def2-TZVPD).

```
85
Properties=species:S:1:pos:R:3:mulliken_charge:R:1
Sb -1.450 1.434 0.228 0.82
S -1.240 -2.426 1.631 -0.41
Mg 0.874 -1.577 0.702 0.66
F 1.353 -6.785 2.276 -0.29
F -3.280 -4.062 2.994 -0.31
F 6.143 -1.080 2.085 -0.32
F -0.723 -7.946 3.612 -0.31
F 2.649 -3.350 -1.385 -0.44
F 3.519 -1.004 2.612 -0.45
F 7.056 -2.283 -0.177 -0.32
F 5.296 -3.454 -1.890 -0.33
F 1.105 -4.287 1.307 0.03
F -3.046 -6.572 3.924 -0.30
O -0.321 -0.105 -0.736 0.29
N 1.021 0.134 1.950 1.00
N 1.441 1.764 -0.937 0.17
C -2.128 -4.711 2.814 0.20
C 2.963 -2.130 0.602 -0.93
C -2.123 3.934 -1.921 -1.70
C 0.076 -4.829 1.977 -0.33
C -3.545 0.689 -0.270 1.63
C 0.501 0.194 3.175 -0.73
C -4.328 1.580 -1.226 -1.74
C -1.117 0.501 -2.923 -1.78
C 1.845 2.349 2.215 -0.47
C -1.590 3.612 -0.533 1.83
C 0.083 0.028 -2.095 1.32
C 0.609 1.314 3.978 -0.91
C 0.212 -6.116 2.456 -0.48
C 3.500 -2.776 -0.495 0.34
C -2.018 -6.001 3.293 0.00
C -0.225 4.256 -0.322 -1.69
C 1.099 2.123 -3.287 -2.01
C -1.075 -4.065 2.157 0.71
C 1.686 1.194 1.463 0.60
C 5.278 -1.647 1.235 0.25
C 4.852 -2.851 -0.782 0.26
C 2.643 0.350 -2.626 -2.12
C -3.507 -0.724 -0.837 -1.72
C 3.914 -1.610 1.466 0.71
C 1.288 2.415 3.481 -0.67
C 1.327 1.044 -2.220 1.39
C 5.750 -2.263 0.089 0.66
C -0.839 -6.710 3.130 0.70
C -4.198 0.665 1.112 -1.61
C 2.259 1.089 0.071 -0.56
C 0.413 -1.389 -2.580 -2.13
C -2.546 4.133 0.538 -1.73
H 2.939 -0.473 -1.978 0.27
H 1.396 3.314 4.075 0.45
H 0.217 2.725 -3.074 0.55
H -4.542 2.562 -0.802 0.36
H -1.621 3.378 -2.712 0.19
H -0.481 -2.003 -2.463 0.33
H -0.015 -0.695 3.517 0.61
H -3.809 1.708 -2.177 0.22
H 0.226 3.918 0.614 0.27
H -3.734 -0.095 1.743 0.27
H -0.338 5.345 -0.272 0.63
H 2.290 0.040 -0.180 -1.37
H 1.205 -1.841 -1.982 0.59
H -5.292 1.104 -1.439 0.57
H 0.991 1.682 -4.276 0.35
H 0.183 1.319 4.970 0.49
H -1.959 4.997 -2.131 0.50
H 1.968 2.784 -3.320 0.48
H 3.291 1.455 0.083 0.91
H -5.261 0.422 1.013 0.47
H -2.829 -1.369 -0.288 0.11
H -4.125 1.630 1.623 0.31
H 3.449 1.087 -2.620 0.39
H 2.558 -0.039 -3.640 0.48
H -1.515 1.437 -2.530 -0.01
H -2.142 3.973 1.543 0.35
H -3.524 3.653 0.485 0.29
H -3.219 -0.727 -1.888 0.36
H -0.867 0.623 -3.974 0.49
H 0.709 -1.400 -3.628 0.30
H -2.696 5.208 0.402 0.47
H 0.455 4.029 -1.140 0.18
H -1.900 -0.250 -2.845 0.25
H -3.193 3.749 -1.994 0.32
H 1.818 2.687 -1.101 0.60
H -4.509 -1.164 -0.769 0.60
H 2.422 3.177 1.824 0.59
```

Output
Energy relative to the best compared isomer or geometry (same formula, charge and spin) ... 182.9 kJ/mol
HOMO level ... -0.285 Eh
Kohn-Sham gap ... 7.83 eV

No. 6
Entry from the OMol25 dataset: 2 unconnected molecules or ions with the total composition C4H14N2O (ωB97M-V/def2-TZVPD).

```
21
Properties=species:S:1:pos:R:3:mulliken_charge:R:1
O 1.230 0.229 -3.816 -0.65
N 0.923 0.669 0.715 -0.29
N -1.237 -0.813 1.059 -0.22
C -0.547 -1.050 -0.238 -0.67
C -1.900 -1.981 1.674 -0.85
C 0.912 2.038 1.010 -0.79
C 0.157 0.340 -0.501 -0.68
H -2.082 -1.789 2.751 0.34
H -0.826 -0.112 1.578 0.25
H -1.041 -2.912 1.772 0.23
H 0.130 -1.932 -0.243 0.31
H 0.927 0.293 -1.265 0.45
H 1.900 0.353 0.777 0.22
H 1.920 2.539 1.521 0.26
H 0.000 2.360 1.634 0.21
H -0.581 1.178 -0.634 0.40
H -1.171 -1.124 -1.084 0.32
H 2.254 0.102 -3.828 0.33
H 0.832 2.628 0.010 0.28
H 1.075 1.118 -4.060 0.31
H -2.875 -2.133 1.167 0.24
```

Output
Energy relative to the best compared isomer or geometry (same formula, charge and spin) ... 333.9 kJ/mol
SMILES ... CNCCNC.O
HOMO level ... -0.289 Eh
Kohn-Sham gap ... 8.57 eV

No. 7
Entry from the OMol25 dataset: a single C2H2O2 molecule (ωB97M-V/def2-TZVPD).

```
6
Properties=species:S:1:pos:R:3:mulliken_charge:R:1
O 1.463 -0.302 -0.007 -0.39
O -1.819 0.025 -0.034 -0.42
C -0.673 -0.380 0.132 0.10
C 0.509 0.432 0.012 0.20
H 0.634 1.678 0.028 0.28
H -0.114 -1.454 -0.129 0.23
```

Output
Energy relative to the best compared isomer or geometry (same formula, charge and spin) ... 128.6 kJ/mol
SMILES ... O=CC=O
HOMO level ... -0.390 Eh
Kohn-Sham gap ... 9.55 eV

No. 8
Entry from the OMol25 dataset: a single C5H10N2O3 molecule (ωB97M-V/def2-TZVPD).

```
20
Properties=species:S:1:pos:R:3:mulliken_charge:R:1
O -0.115 1.775 -1.288 -0.56
O 1.060 -2.009 -1.474 -0.49
O 1.638 0.387 2.307 -0.67
N -0.071 0.427 0.778 0.14
N 1.980 -0.629 0.321 -0.15
C -1.403 -0.197 -1.234 -1.13
C -1.123 0.752 1.707 -0.95
C -0.326 0.578 -0.610 0.38
C 1.579 -0.879 -1.003 -0.19
C 1.174 0.064 1.208 0.54
H -0.675 0.665 2.770 0.36
H 0.021 2.594 -0.609 0.39
H -1.708 0.017 -2.222 0.39
H -1.577 1.722 1.500 0.31
H 2.204 -0.365 -1.822 0.31
H -1.993 -0.001 1.681 0.26
H -1.293 -1.309 -1.188 0.13
H 0.173 -2.262 -1.019 0.36
H 2.802 -1.205 0.786 0.30
H -2.349 -0.126 -0.590 0.26
```

Output
Energy relative to the best compared isomer or geometry (same formula, charge and spin) ... 433.7 kJ/mol
HOMO level (spin up / spin down) ... -0.276 / -0.275 Eh
Kohn-Sham gap (spin up / spin down) ... 7.99 / 7.98 eV